This record from OMol25 describes C19H29AsBaO3S3 as an isolated structure at a distorted geometry. The level of theory is the ωB97M-V functional and the def2-TZVPD basis.

The max |F| is 0.0476 Eh/bohr. For the relative energy (zero: lowest compared OMol25 entry of this formula, charge and spin), the calculation gives 77.12 kJ/mol. The value obtained for the HOMO-LUMO gap is 9.4 eV. The calculation puts the HOMO energy at -14.40 eV. Its charge is +2. As for the multiplicity: 1. The energy comes out at -120342.799 eV.

Geometry as XYZ:
```
56
C19H29AsBaO3S3, DFT the ωB97M-V functional and the def2-TZVPD basis
Ba 0.93263 0.99438 -0.31953
O 1.14091 0.55116 1.90826
S 1.35455 0.24004 3.41545
C 0.24554 -1.12460 3.74163
C 0.05048 -2.07173 2.55153
C -1.24005 -1.80611 1.77893
C -1.41010 -2.75925 0.58517
S -1.37070 -1.96299 -1.01326
O -0.27112 -0.87457 -0.87259
C -2.88992 -1.08095 -1.00330
C -4.02653 -1.78669 -1.38523
C -5.24794 -1.12972 -1.38369
C -5.31889 0.21260 -1.03201
C -4.17013 0.90834 -0.68100
C -2.94003 0.26209 -0.66387
C 2.92489 -0.54384 3.49228
C 3.43361 -0.78263 4.76386
C 4.67599 -1.38313 4.87999
C 5.39752 -1.72172 3.73945
C 4.88036 -1.45821 2.48062
C 3.63359 -0.86022 2.34447
H -0.68634 -0.66545 4.07743
H 0.69750 -1.61264 4.60861
H 0.02246 -3.09319 2.93530
H 0.92142 -2.03550 1.89314
H -1.29977 -0.76817 1.44781
H -2.09073 -1.93365 2.44994
H -2.37775 -3.26815 0.57012
H -0.64175 -3.53368 0.54197
H -3.96983 -2.82598 -1.69134
H -6.14308 -1.66539 -1.67128
H -6.27455 0.72092 -1.04295
H -4.22186 1.95749 -0.41996
H -2.05777 0.83234 -0.40991
H 2.88255 -0.49113 5.65191
H 5.08806 -1.57401 5.86199
H 6.37066 -2.18408 3.83715
H 5.44953 -1.71805 1.59757
H 3.23743 -0.64970 1.36429
O 3.52163 0.91054 -1.50973
H 4.20576 1.55355 -1.28354
H 4.01131 0.17598 -1.89804
C -1.38661 1.34731 -3.78352
As -0.45016 2.94652 -3.31660
C -1.30507 4.36164 -4.27129
C 1.29650 2.77188 -4.07593
S -0.40191 3.35103 -1.22756
H -1.38068 1.26333 -4.86944
H -2.40503 1.40891 -3.40821
H -0.89218 0.48281 -3.34408
H -1.36234 4.12409 -5.33123
H -0.72100 5.26301 -4.10874
H -2.29752 4.48685 -3.84853
H 1.20130 2.56448 -5.14037
H 1.84787 1.96719 -3.59444
H 1.82732 3.70670 -3.91768
```

---

This record from OMol25 describes a 4-piece molecular cluster, C19H29B2F18O7S overall at a distorted geometry. The level of theory is the ωB97M-V functional and the def2-TZVPD basis.

The max |F| is 0.0209 Eh/bohr. The value obtained for the HOMO-LUMO gap is 5.7 eV. The calculation puts the HOMO energy at -3.99 eV. Its charge is -1. As for the multiplicity: 1. The energy comes out at -95610.332 eV.

Geometry as XYZ:
```
76
C19H29B2F18O7S, DFT the ωB97M-V functional and the def2-TZVPD basis
C -7.34532 6.48782 -2.14201
B -7.09135 5.48451 -3.35708
O -8.26679 4.89493 -3.82576
B -5.54350 5.17905 -4.01929
C -5.11980 3.57139 -4.06269
C -5.48758 2.78130 -2.79697
C -4.44462 1.70299 -2.38692
C -3.54002 2.21708 -1.26059
C -2.16254 1.59531 -1.28662
F -2.21548 0.26198 -0.98423
F -1.56021 1.70216 -2.50164
C -1.19894 2.29147 -0.27450
F -1.81727 2.45114 0.89866
F -0.88103 3.48688 -0.74880
S 0.43063 1.36994 0.13641
F 0.59387 2.23567 1.47167
F -0.38523 0.27107 0.93769
F 0.35866 0.48958 -1.18201
F 1.32425 2.43636 -0.64272
F 1.77601 0.59555 0.51668
H -7.08604 7.51310 -2.43299
H -6.64455 6.22016 -1.34359
H -8.36617 6.47202 -1.73988
H -8.03984 4.24405 -4.49748
H -5.59128 5.60604 -5.18837
H -4.68228 5.85199 -3.43652
H -5.55817 3.08875 -4.94634
H -4.03053 3.50734 -4.20265
H -5.60730 3.47359 -1.95711
H -6.43889 2.26270 -2.95014
H -3.85151 1.45405 -3.26892
H -4.94640 0.78443 -2.06653
H -3.41848 3.30158 -1.32751
H -3.97759 1.95391 -0.29461
C 2.05089 -2.86837 -1.21570
C 0.88422 -2.46229 -2.08448
O 0.73982 -3.32266 -3.23824
C 0.12362 -4.47201 -3.03518
O -0.33057 -4.89114 -2.01209
C 0.02419 -5.24551 -4.36838
F 1.18189 -5.21867 -5.03580
F -0.91953 -4.69758 -5.14150
F -0.30029 -6.51499 -4.14309
H 2.97964 -2.88437 -1.78757
H 2.15595 -2.15311 -0.40094
H 1.89536 -3.85886 -0.78847
H 1.01362 -1.46582 -2.49515
H -0.04327 -2.47097 -1.51351
C 1.65693 -0.20252 3.68981
C 3.07427 -0.53988 4.08976
O 3.11894 -1.39787 5.25524
C 2.97662 -2.69118 5.03048
O 2.83555 -3.24260 3.97969
C 3.08599 -3.45936 6.36564
F 2.37197 -2.87472 7.32951
F 4.36938 -3.49288 6.75647
F 2.66104 -4.70826 6.21962
H 1.11598 0.24798 4.52272
H 1.67626 0.49750 2.86165
H 1.10952 -1.09141 3.37610
H 3.61821 0.35356 4.38834
H 3.61902 -1.01808 3.27646
C 5.90449 -3.19994 4.49386
C 6.40107 -3.46505 3.09013
O 5.67796 -2.66905 2.12811
C 6.09252 -1.42308 1.96709
O 7.01217 -0.88361 2.50646
C 5.19289 -0.72161 0.92740
F 3.90946 -1.00438 1.16460
F 5.50131 -1.14962 -0.30226
F 5.35913 0.59259 0.97757
H 4.82932 -3.37223 4.55517
H 6.40481 -3.86636 5.19565
H 6.10551 -2.17150 4.79258
H 6.21203 -4.49396 2.79348
H 7.46739 -3.26601 2.99217
```

---

This record from OMol25 describes a 3-piece molecular cluster, C19H29BBrN3O8P overall at a distorted geometry. The level of theory is the ωB97M-V functional and the def2-TZVPD basis.

The max |F| is 0.0231 Eh/bohr. The value obtained for the HOMO-LUMO gap is 4.7 eV. The calculation puts the HOMO energy at -3.85 eV. Its charge is -1. As for the multiplicity: 1. The energy comes out at -121028.826 eV.

Geometry as XYZ:
```
62
C19H29BBrN3O8P, DFT the ωB97M-V functional and the def2-TZVPD basis
C -5.79415 -1.15639 1.27168
C -4.59377 -0.81122 0.39430
P -3.62387 0.69247 1.08037
N -2.81810 2.14588 1.79283
O -3.19530 1.35154 -0.49897
C -1.91455 1.03354 -0.91004
C -1.18018 0.10364 0.11283
C -0.59179 -1.09453 -0.67622
C -1.01495 -2.47377 -0.14614
C -2.03092 -3.07510 -1.07153
Br -2.51737 -4.88396 -0.52806
B 0.02698 0.74998 0.95943
O -0.08101 1.05717 2.29475
O 1.26939 0.95482 0.37540
O -2.15036 -0.25610 1.05172
H -6.72405 -0.85041 0.81100
H -5.83250 -2.22520 1.43399
H -5.72880 -0.66386 2.23653
H -3.93916 -1.67025 0.38750
H -4.89859 -0.64306 -0.63423
H -4.87959 1.43286 0.95106
H -3.88650 0.28502 2.43836
H -3.31793 2.40344 2.63476
H -2.86039 2.93652 1.16190
H -2.04177 0.55023 -1.88430
H -1.29581 1.91030 -1.14242
H 0.48764 -1.04716 -0.65761
H -0.85290 -1.04734 -1.72508
H -0.14462 -3.12187 -0.16593
H -1.38096 -2.43362 0.86891
H -2.91068 -2.45434 -1.10702
H -1.61483 -3.14042 -2.06349
H 0.17875 0.29330 2.83489
H 1.93311 0.70225 1.04370
C 4.62563 -4.98592 0.77090
C 5.26357 -3.75385 0.82420
C 4.57452 -2.63392 1.25758
C 3.25246 -2.77186 1.63547
C 2.59746 -3.98779 1.58411
C 3.29411 -5.10144 1.14659
N 2.51810 -1.59269 2.10880
O 3.09964 -0.51730 2.11248
O 1.36409 -1.74541 2.45480
H 5.16811 -5.85942 0.43394
H 6.29938 -3.66492 0.52781
H 5.06263 -1.67188 1.29857
H 1.56074 -4.06936 1.87632
H 2.79698 -6.06009 1.09931
C 0.14314 4.36859 -2.18956
C 0.92857 3.65262 -1.29772
C 2.30833 3.73454 -1.36829
C 2.88168 4.54128 -2.33494
C 2.11496 5.26001 -3.23552
C 0.73606 5.16896 -3.15894
N 4.34620 4.64738 -2.40655
O 5.00509 3.99137 -1.62087
O 4.82234 5.38813 -3.25135
H -0.93530 4.30065 -2.12737
H 0.46951 3.02953 -0.54798
H 2.91785 3.17364 -0.67640
H 2.58163 5.88080 -3.98518
H 0.12202 5.72400 -3.85510
```

---

This record from OMol25 describes C19H29BF6N6O6PPdS3 as an isolated structure. The level of theory is the ωB97M-V functional and the def2-TZVPD basis.

The max |F| is 0.0028 Eh/bohr. Its expectation value of S² is 2.01. The value obtained for the HOMO-LUMO gap (spin up / spin down) is 5.3 / 5.0 eV. The calculation puts the HOMO energy (spin up / spin down) at -3.05 / -5.16 eV. Its charge is -1. As for the multiplicity: 3. The energy comes out at -103657.671 eV.

Geometry as XYZ:
```
72
C19H29BF6N6O6PPdS3, DFT the ωB97M-V functional and the def2-TZVPD basis
Pd 1.89469 0.21015 -0.72929
F 6.66349 -2.41015 -3.12954
C 6.23899 -1.78502 -2.02777
F 6.66543 -2.47876 -0.96514
F 6.80149 -0.57816 -1.98253
S 4.39833 -1.67370 -1.99189
O 4.16190 -0.81549 -0.85200
O 3.99087 -3.04341 -1.90606
N 4.01511 -1.07661 -3.38240
S 3.65068 0.42635 -3.70695
O 3.79912 1.34459 -2.61206
O 2.48808 0.49866 -4.53566
C 5.02140 0.85530 -4.86690
F 6.21198 0.81811 -4.26420
F 4.83235 2.09617 -5.33359
F 5.05694 0.02036 -5.90883
C -0.27392 -3.85585 1.87283
N -0.73303 -2.53338 2.28932
C -0.06010 -2.18255 3.53971
N 1.39906 -2.24900 3.47778
C 1.78148 -3.58259 3.01972
N 1.17633 -3.98210 1.75233
C 1.69008 -3.16702 0.64316
P 1.32992 -1.35718 0.83183
C -0.46323 -1.53074 1.24825
C 1.93085 -1.21179 2.58282
H -0.73030 -4.10498 0.91257
H -0.61258 -4.57998 2.62000
H -0.39203 -2.88878 4.30741
H -0.36154 -1.17527 3.83129
H 1.46902 -4.30063 3.78378
H 2.86806 -3.62833 2.92147
H 1.25907 -3.51527 -0.29848
H 2.77016 -3.30260 0.55365
H -1.00939 -1.78129 0.33636
H -0.83228 -0.55685 1.58047
H 1.64966 -0.22862 2.96962
H 3.02290 -1.26101 2.58200
C -3.02800 0.44417 -2.85073
C -2.22638 0.93161 -1.65541
C -3.02732 0.71653 -0.37567
O -1.03225 0.14235 -1.54914
B 0.03683 0.95535 -1.14141
O -0.40833 2.28401 -1.09259
C -1.66400 2.37500 -1.78674
C -1.35037 2.75905 -3.23050
C -2.50949 3.45471 -1.13404
H -3.34576 -0.58461 -2.67361
H -2.42906 0.46114 -3.75861
H -3.91988 1.05888 -3.00078
H -3.24926 -0.34735 -0.27426
H -3.96786 1.27293 -0.38386
H -2.44327 1.02438 0.48995
H -0.70644 2.01333 -3.69840
H -0.81204 3.70713 -3.22580
H -2.25838 2.87482 -3.82611
H -2.65682 3.27067 -0.06997
H -3.48686 3.52778 -1.62070
H -2.00355 4.41511 -1.24304
C -4.97923 3.40532 2.32434
C -3.88377 2.51684 2.82697
C -4.13539 1.39198 3.60507
C -3.04345 0.62989 3.98002
N -1.80520 0.91581 3.59470
C -1.67449 2.01038 2.84848
S -0.07425 2.34350 2.24249
N -2.64134 2.84305 2.47517
H -5.88673 3.29917 2.91687
H -5.20935 3.14117 1.28976
H -4.64828 4.44211 2.33202
H -5.13893 1.12550 3.90463
H -3.16013 -0.25424 4.59783
```